[1]
# H24O12

12 unconnected molecules or ions with the total composition H24O12 at a distorted geometry (ωB97M-V/def2-TZVPD, the OMol25 dataset).

The calculation puts the energy at -917.01767 a.u. Its structure (SMILES) is O.O.O.O.O.O.O.O.O.O.O.O. The HOMO energy is -8.12 eV. Its molar mass is 216.18 g mol⁻¹.

Geometry as XYZ:
```
36
Properties=species:S:1:pos:R:3:lowdin_charge:R:1
O -0.041 -0.409 0.849 -0.15
H -0.448 -0.044 1.642 0.07
H -0.786 -0.595 0.267 0.07
O -0.371 2.977 2.220 -0.04
H -1.081 2.977 1.568 0.05
H -0.577 2.229 2.791 0.04
O -3.973 -1.664 -0.513 -0.07
H -3.272 -1.330 -1.083 0.03
H -4.549 -0.903 -0.379 0.03
O 0.857 1.173 -0.194 -0.07
H 0.766 1.793 0.539 0.02
H 0.121 1.390 -0.777 0.07
O -2.636 -3.327 0.793 -0.07
H -2.725 -4.141 0.284 0.04
H -3.323 -3.395 1.466 0.04
O 1.101 -2.157 -2.481 -0.05
H 0.488 -2.613 -3.068 0.04
H 1.970 -2.354 -2.850 0.04
O 2.403 2.530 -1.455 -0.09
H 3.103 2.397 -2.104 0.06
H 2.580 1.864 -0.780 0.04
O 4.011 -2.217 -0.934 -0.06
H 3.084 -2.470 -1.007 0.00
H 3.982 -1.287 -0.684 0.03
O 0.933 4.117 -0.603 -0.08
H 0.768 3.477 -1.305 0.01
H 0.914 3.590 0.204 -0.01
O 1.196 -1.761 0.730 -0.12
H 0.566 -1.679 0.006 0.03
H 0.716 -2.254 1.405 0.06
O -4.442 2.192 -1.172 -0.05
H -5.027 2.274 -0.410 0.04
H -3.563 2.111 -0.785 0.02
O 2.745 -0.882 2.390 -0.05
H 2.232 -0.074 2.508 0.03
H 2.278 -1.535 2.923 0.04
```


[2]
# C26H25FN2O7Y

A molecular structure, C26H25FN2O7Y at a distorted geometry (ωB97M-V/def2-TZVPD, the OMol25 dataset).

The calculation puts the energy at -1778.62042 a.u. The HOMO energy is -15.75 eV. Its molar mass is 585.40 g mol⁻¹. As for the total charge: +3.

Geometry as XYZ:
```
62
Properties=species:S:1:pos:R:3:lowdin_charge:R:1
C 4.703 0.715 1.676 -0.08
N 3.921 1.556 0.738 -0.09
C 3.013 0.769 -0.112 -0.15
C 1.588 0.894 0.365 -0.02
C 0.788 1.919 0.076 -0.05
C 1.177 3.078 -0.746 -0.10
C 2.151 3.981 -0.351 0.07
C 2.467 5.048 -1.158 0.01
C 1.851 5.243 -2.371 -0.22
C 0.827 4.309 -2.799 -0.13
C 0.532 3.266 -1.969 0.03
C -0.613 1.927 0.622 -0.25
O -1.158 2.942 0.955 0.20
C -1.233 0.562 0.730 0.01
C -2.593 0.332 0.515 0.00
C -3.536 1.472 0.179 -0.08
O -3.971 2.163 1.342 -0.06
O -3.954 1.224 2.410 0.04
C -3.090 -0.970 0.597 -0.12
O -4.462 -1.070 0.323 0.06
C -4.631 -1.350 -0.941 -0.31
N -4.724 -1.463 -2.083 0.23
C -2.336 -2.067 0.913 0.04
C -2.969 -3.451 1.027 -0.27
C -4.403 -3.504 1.537 0.02
F -2.218 -4.235 1.893 0.01
C -0.929 -1.822 1.107 0.00
C 0.041 -2.922 1.362 -0.02
C 0.003 -3.945 0.141 -0.09
O 1.335 -4.099 -0.323 0.02
C 1.561 -3.715 -1.622 -0.50
C 2.674 -2.732 -1.812 0.03
O 0.914 -4.150 -2.526 0.18
C -0.420 -0.510 1.030 0.01
C 1.022 -0.168 1.274 -0.25
O 1.695 -0.616 2.161 0.19
H 5.167 -0.135 1.169 0.09
H 5.487 1.321 2.114 0.09
H 4.037 0.346 2.448 0.07
H 4.607 1.972 0.118 0.10
H 3.278 -0.292 -0.085 0.11
H 3.109 1.089 -1.149 0.13
H 2.661 3.838 0.592 0.15
H 3.231 5.733 -0.812 0.15
H 2.172 6.132 -2.983 -0.06
H 0.223 4.341 -3.733 0.08
H -0.237 2.567 -2.274 0.15
H -4.392 1.130 -0.398 0.14
H -2.976 2.207 -0.392 0.13
H -4.566 1.630 3.045 0.14
H -2.921 -3.930 0.042 0.17
H -4.572 -2.851 2.386 0.11
H -5.083 -3.278 0.723 0.08
H -4.594 -4.541 1.797 0.11
H -0.244 -3.446 2.268 0.15
H 1.054 -2.557 1.392 0.11
H -0.365 -4.914 0.456 0.14
H -0.594 -3.543 -0.674 0.13
H 3.197 -2.946 -2.738 0.10
H 2.239 -1.735 -1.888 0.08
H 3.396 -2.773 -1.001 0.09
Y 1.663 6.022 -4.583 1.91
```


[3]
# C12H37ClNO14P5

4 unconnected molecules or ions with the total composition C12H37ClNO14P5 at a distorted geometry (ωB97M-V/def2-TZVPD, the OMol25 dataset).

The calculation puts the energy at -3754.79363 a.u. Its structure (SMILES) is NC[C@H](O)C[PH]#P(O)Cl.COP(=O)(OC)OC.COP(=O)(OC)OC.COP(=O)(OC)OC. The HOMO energy is -8.90 eV. Its molar mass is 609.74 g mol⁻¹.

Geometry as XYZ:
```
70
Properties=species:S:1:pos:R:3:lowdin_charge:R:1
N 2.712 -4.065 1.643 0.01
C 2.879 -4.581 0.289 -0.24
C 1.632 -5.372 -0.089 -0.48
O 1.953 -6.462 -0.939 -0.06
C 0.617 -4.437 -0.724 -0.45
P -0.900 -5.308 -1.321 0.71
P -2.659 -4.107 -0.811 0.30
O -3.447 -5.148 0.165 -0.45
Cl -1.876 -2.678 0.512 0.23
H 1.782 -3.709 1.813 0.06
H 3.405 -3.373 1.886 0.07
H 3.032 -3.794 -0.450 0.11
H 3.740 -5.237 0.259 0.11
H 1.236 -5.750 0.853 0.14
H 1.456 -7.231 -0.622 0.09
H 0.345 -3.661 -0.020 0.00
H 1.093 -3.932 -1.556 0.08
H -0.826 -5.189 -2.720 -0.09
H -2.924 -5.958 0.307 0.02
C -1.351 -0.582 2.692 -0.14
O -0.651 0.489 3.353 -0.24
P 0.634 0.102 4.203 0.32
O 1.511 -0.875 3.574 -0.21
O 0.088 -0.361 5.625 -0.20
C -1.198 0.014 6.134 -0.09
O 1.332 1.498 4.447 -0.21
C 0.661 2.562 5.125 -0.09
H -0.876 -0.769 1.738 0.01
H -1.344 -1.492 3.293 0.08
H -2.378 -0.264 2.534 0.09
H -1.897 -0.807 5.981 0.09
H -1.590 0.909 5.656 0.08
H -1.094 0.197 7.201 0.09
H 0.520 2.313 6.177 0.09
H -0.298 2.783 4.655 0.09
H 1.296 3.441 5.060 0.09
C 1.498 4.817 -2.299 -0.07
O 1.456 3.808 -1.274 -0.23
P 0.212 3.833 -0.283 0.33
O -1.075 4.094 -0.910 -0.22
O 0.585 4.915 0.825 -0.20
C 1.931 5.313 1.111 -0.10
O 0.290 2.429 0.421 -0.19
C 1.429 2.022 1.188 -0.07
H 0.920 4.489 -3.160 0.09
H 1.104 5.768 -1.937 0.09
H 2.538 4.949 -2.586 0.09
H 2.140 6.258 0.610 0.09
H 2.661 4.572 0.793 0.08
H 2.016 5.456 2.186 0.09
H 1.493 2.604 2.106 0.08
H 2.351 2.120 0.613 0.10
H 1.290 0.979 1.453 0.07
C -0.749 -1.391 -4.078 -0.09
O -1.750 -0.484 -4.556 -0.23
P -1.250 0.736 -5.454 0.33
O -0.253 0.397 -6.457 -0.21
O -0.754 1.834 -4.418 -0.21
C -1.183 1.873 -3.043 -0.09
O -2.596 1.287 -6.069 -0.20
C -3.659 1.753 -5.237 -0.09
H -0.544 -2.144 -4.837 0.09
H 0.175 -0.868 -3.829 0.09
H -1.140 -1.869 -3.182 0.07
H -0.411 1.423 -2.417 0.09
H -2.120 1.342 -2.887 0.08
H -1.315 2.906 -2.752 0.06
H -3.371 2.673 -4.728 0.09
H -3.949 0.994 -4.510 0.09
H -4.507 1.963 -5.883 0.09
```


[4]
# C2H7N3O

A molecular structure, C2H7N3O at a distorted geometry (ωB97M-V/def2-TZVPD, the OMol25 dataset).

The calculation puts the energy at -319.73892 a.u. The HOMO energy is -8.18 eV. Its molar mass is 89.10 g mol⁻¹.

Geometry as XYZ:
```
13
Properties=species:S:1:pos:R:3:lowdin_charge:R:1
C 2.435 0.107 0.132 -0.16
C -1.678 0.517 0.084 -0.31
N 1.264 -0.105 0.461 0.00
N -1.210 -0.791 -0.404 -0.07
N 0.006 -0.506 -0.924 0.00
O -1.266 0.828 1.338 0.00
H 3.074 0.324 0.953 0.04
H 2.774 -0.058 -1.026 0.11
H -1.264 1.129 -0.713 0.12
H -2.665 0.646 0.046 0.08
H -1.348 -1.640 0.050 0.10
H 0.242 -1.434 -1.237 0.07
H -0.364 0.983 1.239 0.01
```